No. 1
{
  "formula": "C5H10N2O2",
  "method": "wB97M-V/def2-TZVPD",
  "elements": ["C", "C", "C", "C", "C", "N", "N", "O", "O", "H", "H", "H", "H", "H", "H", "H", "H", "H", "H"],
  "xyz": [[1.36, 1.59, 1.02], [0.93, -1.01, -1.32], [-1.07, 0.87, 0.96], [-1.08, 0.08, -0.21], [-0.03, -0.88, -0.16], [-1.95, 0.27, -1.30], [-0.14, -2.02, 0.59], [0.38, 0.64, 1.43], [-1.87, 1.46, 1.64], [-2.89, -0.03, -1.07], [-2.03, 1.25, -1.57], [0.65, -2.64, 0.64], [-0.67, -1.94, 1.45], [1.02, 2.62, 1.17], [1.66, 1.46, -0.02], [2.26, 1.43, 1.61], [1.88, -1.45, -1.01], [1.11, -0.04, -1.78], [0.48, -1.65, -2.08]],
  "nbo_charge": [-0.247, -0.705, 0.721, -0.303, 0.521, -0.819, -0.733, -0.607, -0.592, 0.364, 0.362, 0.384, 0.408, 0.186, 0.156, 0.187, 0.221, 0.240, 0.257],
  "spin_multiplicity": 1,
  "e_tot_ev": -12419.783,
  "e_above_lowest_kcal_mol": 85.1,
  "lumo_ha": [0.0120, 0.0120],
  "fmax_ev_per_a": 2.72,
  "orbital_gap_ev": [7.672, 7.673],
  "smiles": "COC(=O)/C(N)=C(/C)N"
}

***

No. 2
{
  "formula": "C5H10N2O2",
  "method": "wB97M-V/def2-TZVPD",
  "elements": ["C", "C", "O", "O", "H", "H", "H", "H", "C", "C", "C", "N", "N", "H", "H", "H", "H", "H", "H"],
  "xyz": [[-1.56, -1.06, -2.28], [-2.92, -0.63, -0.41], [-2.73, -1.35, -1.50], [-2.25, 0.29, -0.02], [-3.83, -0.98, 0.10], [-0.67, -1.06, -1.65], [-1.67, -0.08, -2.75], [-1.50, -1.84, -3.03], [3.02, -0.14, 1.05], [1.78, -0.47, 0.37], [0.41, 2.07, 1.44], [0.38, 0.83, 1.60], [0.98, -1.00, -0.29], [-0.35, 0.29, 1.05], [3.77, -0.89, 0.83], [2.83, -0.09, 2.12], [3.36, 0.84, 0.71], [1.33, 2.61, 1.66], [-0.40, 2.66, 1.00]],
  "nbo_charge": [-0.292, 0.663, -0.491, -0.620, 0.116, 0.245, 0.183, 0.193, -0.721, 0.364, -0.038, -0.633, -0.430, 0.400, 0.249, 0.264, 0.245, 0.149, 0.157],
  "spin_multiplicity": 1,
  "e_tot_ev": -12420.448,
  "e_above_lowest_kcal_mol": 69.7,
  "lumo_ha": 0.0357,
  "fmax_ev_per_a": 2.80,
  "orbital_gap_ev": 10.421,
  "smiles": "COC=O.CC#N.C=N"
}

***

No. 3
{
  "formula": "C5H10N2O2",
  "method": "wB97M-V/def2-TZVPD",
  "elements": ["C", "C", "C", "C", "N", "N", "C", "O", "O", "H", "H", "H", "H", "H", "H", "H", "H", "H", "H"],
  "xyz": [[-2.01, -1.65, -0.89], [1.00, 1.13, 0.75], [1.31, -0.17, 0.21], [-1.01, -0.63, -0.41], [0.86, 2.21, -0.19], [-1.42, 0.47, 0.21], [0.37, -0.89, -0.54], [1.67, 1.50, 1.92], [2.47, -0.75, 0.61], [2.32, 2.17, 1.67], [2.42, -1.70, 0.48], [-0.02, 2.70, -0.08], [0.93, 1.89, -1.15], [-2.38, 0.41, 0.55], [-0.36, 0.84, 0.89], [0.68, -1.81, -1.01], [-2.57, -2.05, -0.04], [-2.72, -1.20, -1.58], [-1.52, -2.48, -1.40]],
  "nbo_charge": [-0.657, 0.115, 0.373, 0.288, -0.829, -0.755, -0.467, -0.698, -0.643, 0.473, 0.480, 0.368, 0.373, 0.365, 0.331, 0.209, 0.227, 0.226, 0.221],
  "spin_multiplicity": 1,
  "e_tot_ev": -12420.358,
  "e_above_lowest_kcal_mol": 71.8,
  "lumo_ha": 0.0263,
  "fmax_ev_per_a": 0.34,
  "orbital_gap_ev": 8.399
}

***

No. 4
{
  "formula": "C5H10N2O2S",
  "method": "wB97M-V/def2-TZVPD",
  "elements": ["C", "C", "C", "C", "C", "N", "N", "O", "O", "S", "H", "H", "H", "H", "H", "H", "H", "H", "H", "H"],
  "xyz": [[1.06, -0.29, 1.55], [0.37, 0.88, 0.79], [-0.46, 0.26, -0.31], [1.22, 1.96, 0.13], [-0.49, -1.83, -1.62], [0.22, -1.09, -0.55], [-1.88, 0.05, 0.07], [-2.71, -0.06, -0.83], [-2.09, -0.19, 1.25], [0.35, -1.79, 1.08], [2.10, -0.14, 1.23], [0.99, -0.06, 2.59], [-0.24, 1.35, 1.55], [-0.48, 0.75, -1.19], [2.27, 2.04, 0.50], [0.78, 2.88, 0.36], [1.19, 1.61, -0.98], [-0.17, -2.85, -1.83], [-1.55, -2.11, -1.23], [-0.50, -1.35, -2.56]],
  "nbo_charge": [-0.582, -0.244, 0.045, -0.597, -0.438, -0.537, 0.500, -0.388, -0.376, 0.444, 0.217, 0.243, 0.234, 0.213, 0.217, 0.219, 0.207, 0.221, 0.186, 0.217],
  "spin_multiplicity": 1,
  "e_tot_ev": -23252.994,
  "e_above_lowest_kcal_mol": 84.8,
  "lumo_ha": 0.0099,
  "fmax_ev_per_a": 4.55,
  "orbital_gap_ev": 8.679,
  "smiles": "C[C@@H]1CSN(C)[C@H]1[N+](=O)[O-]"
}

***

No. 5
{
  "formula": "C5H10N2O2S2",
  "method": "wB97M-V/def2-TZVPD",
  "elements": ["C", "C", "C", "C", "C", "N", "N", "O", "O", "S", "S", "H", "H", "H", "H", "H", "H", "H", "H", "H", "H"],
  "xyz": [[-3.32, -0.79, -0.11], [-0.19, -0.32, -1.84], [0.20, 1.36, 0.12], [1.24, -1.01, 0.00], [0.03, -0.14, -0.37], [-3.71, 0.38, -0.08], [-3.42, 1.58, 0.38], [-3.73, 1.87, 1.51], [-2.92, 2.37, -0.35], [-4.00, -2.22, -0.81], [-1.15, -1.20, 0.67], [-0.05, -1.38, -2.04], [-1.37, -0.26, -1.96], [0.19, 0.47, -2.46], [-0.24, 1.57, 1.10], [-0.31, 1.98, -0.57], [1.24, 1.79, 0.28], [1.71, -0.81, 0.92], [0.77, -2.01, 0.05], [2.02, -0.91, -0.74], [-2.83, -2.77, -0.79]],
  "nbo_charge": [0.169, -0.643, -0.646, -0.638, -0.094, -0.361, 0.641, -0.367, -0.373, 0.148, 0.005, 0.224, 0.206, 0.237, 0.232, 0.222, 0.222, 0.218, 0.220, 0.221, 0.156],
  "spin_multiplicity": 1,
  "e_tot_ev": -34085.955,
  "e_above_lowest_kcal_mol": 125.9,
  "lumo_ha": -0.0321,
  "fmax_ev_per_a": 4.70,
  "orbital_gap_ev": 8.488
}

***

No. 6
{
  "formula": "C5H10N2O3S",
  "method": "wB97M-V/def2-TZVPD",
  "elements": ["C", "C", "C", "C", "C", "H", "H", "H", "H", "H", "H", "H", "H", "H", "H", "N", "N", "O", "O", "O", "S"],
  "xyz": [[2.23, 1.31, 0.22], [1.03, 0.37, 0.46], [-1.07, -0.26, -0.10], [-1.12, -1.81, -0.17], [-2.54, 0.28, -0.50], [3.35, -0.44, 0.96], [3.57, 1.23, 2.09], [2.44, 1.39, -0.86], [1.88, 2.30, 0.38], [0.08, 0.96, -1.31], [-1.23, 0.11, 1.04], [-3.38, -0.32, 0.12], [-2.50, 1.32, -0.20], [-2.52, -0.91, -2.57], [0.23, -2.00, 1.28], [3.37, 0.70, 0.93], [0.10, 0.37, -0.51], [0.97, -0.19, 1.51], [-1.88, -2.33, -0.92], [-0.13, -2.47, 0.45], [-2.88, 0.36, -2.33]],
  "nbo_charge": [-0.321, 0.690, -0.169, 0.786, -0.503, 0.400, 0.382, 0.193, 0.225, 0.425, 0.223, 0.247, 0.213, 0.157, 0.527, -0.871, -0.630, -0.635, -0.567, -0.696, -0.076],
  "spin_multiplicity": 1,
  "e_tot_ev": -25302.885,
  "e_above_lowest_kcal_mol": 81.5,
  "lumo_ha": 0.0160,
  "fmax_ev_per_a": 6.66,
  "orbital_gap_ev": 9.715
}

***

No. 7
{
  "formula": "C5H10N2O5",
  "method": "wB97M-V/def2-TZVPD",
  "elements": ["C", "C", "C", "C", "C", "N", "N", "O", "O", "O", "O", "O", "H", "H", "H", "H", "H", "H", "H", "H", "H", "H"],
  "xyz": [[-0.41, 2.01, 0.15], [-1.45, -0.18, -0.43], [1.14, 0.22, 0.23], [-2.27, -1.07, 0.45], [1.94, -0.49, -0.93], [-1.47, 1.18, -0.34], [0.82, 1.54, 0.11], [-0.64, 3.20, 0.33], [-1.12, -0.69, -1.65], [1.83, -0.10, 1.41], [-1.56, -2.29, 0.72], [3.18, -0.89, -0.54], [-3.29, -1.22, 0.03], [-2.42, -0.58, 1.44], [2.00, 0.20, -1.90], [1.35, -1.32, -1.40], [-2.36, 1.56, 0.09], [1.49, 2.21, 0.75], [-0.59, -0.14, -2.25], [1.46, 0.27, 2.26], [-0.76, -2.17, 1.16], [3.13, -1.25, 0.32]],
  "nbo_charge": [0.776, 0.457, 0.363, -0.139, -0.122, -0.689, -0.668, -0.638, -0.681, -0.751, -0.708, -0.700, 0.203, 0.180, 0.173, 0.175, 0.406, 0.412, 0.498, 0.496, 0.474, 0.483],
  "spin_multiplicity": 1,
  "e_tot_ev": -18560.665,
  "e_above_lowest_kcal_mol": 78.3,
  "lumo_ha": [-0.0040, 0.0049],
  "fmax_ev_per_a": 5.01,
  "orbital_gap_ev": [7.364, 8.222]
}